No. 1
Here is an isolated molecule of C13H14N4 from the Open Molecules 2025 dataset. Energies are from ωB97M-V with the def2-TZVPD basis set.

Each atom is followed by the atoms it is bonded to, with distances in Å.
Geometry (Å):
1 H -0.056 4.563 0.244  C6 1.149
2 H -2.787 2.678 -2.020  C30 1.147
3 N 2.350 -0.114 -0.219  C9 1.374, C24 1.474, H25 1.029
4 C -1.793 -2.816 1.187  C13 1.349, H19 1.110, C29 1.414
5 H 0.333 4.981 -1.511  C6 1.061
6 C 0.210 4.194 -0.811  H1 1.149, H5 1.061, H15 1.059, C23 1.490
7 N 0.801 1.311 -0.933  C9 1.358, N28 1.348
8 H 0.035 -4.769 1.846  N26 1.026
9 C 1.000 0.093 -0.367  N3 1.374, N7 1.358, C18 1.509
10 H 3.508 -1.287 1.132  C24 1.100
11 H -3.371 -1.450 0.976  C29 1.123
12 H -2.720 3.767 -0.619  C30 1.074
13 C -0.471 -2.993 0.985  C4 1.349, C22 1.354, N26 1.359
14 C -1.530 -0.550 0.231  C18 1.450, H21 1.061, C29 1.362
15 H 1.160 3.752 -0.655  C6 1.059
16 H 3.455 -1.925 -0.544  C24 1.137
17 C 1.717 -2.378 0.562  C22 1.497, C24 1.509, C27 1.351
18 C -0.104 -0.800 0.143  C9 1.509, C14 1.450, C22 1.285
19 H -2.383 -3.657 1.607  C4 1.110
20 H 2.496 -4.179 1.584  C27 1.091
21 H -2.029 0.342 -0.050  C14 1.061
22 C 0.283 -1.950 0.566  C13 1.354, C17 1.497, C18 1.285
23 C -0.767 3.134 -1.191  C6 1.490, N28 1.329, C30 1.566
24 C 2.841 -1.416 0.266  N3 1.474, H10 1.100, H16 1.137, C17 1.509
25 H 2.878 0.649 -0.666  N3 1.029
26 N 0.405 -3.984 1.299  H8 1.026, C13 1.359, C27 1.361
27 C 1.700 -3.624 1.086  C17 1.351, H20 1.091, N26 1.361
28 N -0.386 1.862 -1.256  N7 1.348, C23 1.329
29 C -2.258 -1.526 0.840  C4 1.414, H11 1.123, C14 1.362
30 C -2.228 3.564 -1.552  H2 1.147, H12 1.074, C23 1.566, H31 1.142
31 H -2.291 4.529 -2.161  C30 1.142

Calculated values
- ΔE to the lowest compared entry with this formula, charge and spin (kJ/mol) = 165.1
- maximum force (eV Å⁻¹) = 6.5
- HOMO (eV) = -7.2
- total energy (hartree) = -722.695657

natural (NBO) atomic charge list, values in e, 8 entries:
1 H 0.2154
2 H 0.2341
3 N -0.5892
4 C -0.2351
5 H 0.2190
6 C -0.6944
7 N -0.3981
8 H 0.4075


No. 2
Here is an isolated molecule of C13H14N4O4 from the Open Molecules 2025 dataset. Energies are from ωB97M-V with the def2-TZVPD basis set.

Each atom is followed by the atoms it is bonded to, with distances in Å.
Geometry (Å):
1 C 2.520 0.584 0.070  H7 1.065, O8 1.333, C27 1.533, H33 1.072
2 H -3.521 -1.702 0.415  C24 1.150
3 H 2.421 -3.778 -0.033  C19 1.080
4 H -2.890 4.012 -1.695  C5 1.018
5 C -2.184 3.336 -1.410  H4 1.018, N21 1.494, N31 1.324
6 H 3.662 -0.419 -2.858  C18 1.202
7 H 2.739 -0.009 0.927  C1 1.065
8 O 2.956 -0.299 -0.829  C1 1.333, C18 1.416
9 O 1.488 -2.038 0.590  C13 1.200, C19 1.288
10 H -2.534 0.376 3.916  C23 1.066
11 H 1.531 2.774 -0.033  N14 1.125
12 O -1.704 0.630 1.805  C23 1.552, C29 1.344
13 C 0.645 -1.524 -0.092  O9 1.200, C22 1.439, O32 1.539
14 N 0.727 2.041 -0.318  H11 1.125, C26 1.248, C27 1.223
15 H 2.116 0.458 -2.626  C18 1.108
16 C -1.335 0.025 -0.385  N20 1.503, C22 1.618, C29 1.517, H34 1.188
17 H 2.445 -3.330 1.447  C19 0.966
18 C 3.080 0.310 -2.101  H6 1.202, O8 1.416, H15 1.108, H25 1.067
19 C 1.822 -3.276 0.711  H3 1.080, O9 1.288, H17 0.966, H35 1.193
20 N -1.490 1.404 -0.964  C16 1.503, N21 1.392, C26 1.548
21 N -2.723 1.945 -1.316  C5 1.494, N20 1.392
22 C 0.268 -0.144 -0.238  C13 1.439, C16 1.618, C27 1.286
23 C -2.640 0.061 2.904  H10 1.066, O12 1.552, C30 1.621
24 C -2.975 -1.091 1.221  H2 1.150, C29 1.244, C30 1.233
25 H 3.473 1.296 -2.205  C18 1.067
26 C -0.415 2.457 -0.601  N14 1.248, N20 1.548, N31 1.486
27 C 1.062 0.865 -0.312  C1 1.533, N14 1.223, C22 1.286
28 H -4.016 -1.411 3.052  C30 0.912
29 C -2.083 -0.285 0.898  O12 1.344, C16 1.517, C24 1.244
30 C -3.531 -1.161 2.320  C23 1.621, C24 1.233, H28 0.912
31 N -0.967 3.748 -1.087  C5 1.324, C26 1.486
32 O -0.221 -2.563 -0.826  C13 1.539
33 H 3.051 1.512 0.152  C1 1.072
34 H -1.753 -0.686 -1.239  C16 1.188
35 H 0.977 -4.117 0.741  C19 1.193

Calculated values
- ΔE to the lowest compared entry with this formula, charge and spin (kJ/mol) = 1272.0
- maximum force (eV Å⁻¹) = 15.1
- HOMO (eV) = -7.8
- total energy (hartree) = -1023.200860

natural (NBO) atomic charge list, values in e, 8 entries:
1 C -0.0704
2 H 0.2194
3 H 0.2006
4 H 0.1777
5 C 0.1633
6 H 0.2104
7 H 0.2233
8 O -0.5056


No. 3
Here is an isolated molecule of C13H14NP from the Open Molecules 2025 dataset. Energies are from ωB97M-V with the def2-TZVPD basis set.

Each atom is followed by the atoms it is bonded to, with distances in Å.
Geometry (Å):
1 C -1.488 -0.079 -0.948  P4 1.803, C7 1.383, C24 1.464
2 H 2.083 0.961 -0.528  N19 0.975
3 C 1.115 -0.654 0.491  P4 2.205, N19 1.543, C23 1.311
4 P -0.771 -1.557 -0.206  C1 1.803, C3 2.205, C28 1.917
5 H -1.612 0.995 1.012  C24 1.130
6 H 1.197 2.315 0.967  C8 1.127
7 C -2.037 -0.257 -2.205  C1 1.383, H11 1.123, C15 1.390
8 C 1.708 1.406 1.393  H6 1.127, N19 1.404, C22 1.352
9 H 0.983 -2.504 1.501  C23 1.138
10 C -2.237 2.210 -0.740  C17 1.397, C24 1.378, H25 1.077
11 H -2.061 -1.200 -2.814  C7 1.123
12 H 3.125 -0.175 4.117  C14 1.142
13 H -0.614 -3.336 -1.652  C28 1.023
14 C 2.608 -0.175 3.098  H12 1.142, C22 1.453, C26 1.338
15 C -2.654 0.819 -2.833  C7 1.390, C17 1.451, H29 1.114
16 H 2.067 1.757 3.518  C22 1.082
17 C -2.658 2.049 -2.062  C10 1.397, C15 1.451, H18 1.122
18 H -3.167 2.994 -2.389  C17 1.122
19 N 2.081 0.542 0.353  H2 0.975, C3 1.543, C8 1.404
20 H -0.013 -1.927 -2.589  C28 1.126
21 H 2.659 -2.379 2.842  C26 1.114
22 C 2.048 1.093 2.664  C8 1.352, C14 1.453, H16 1.082
23 C 1.570 -1.542 1.343  C3 1.311, H9 1.138, C26 1.442
24 C -1.741 1.092 -0.106  C1 1.464, H5 1.130, C10 1.378
25 H -2.336 3.073 -0.104  C10 1.077
26 C 2.435 -1.349 2.480  C14 1.338, H21 1.114, C23 1.442
27 H 0.961 -2.592 -1.210  C28 1.030
28 C 0.028 -2.539 -1.645  P4 1.917, H13 1.023, H20 1.126, H27 1.030
29 H -3.279 0.958 -3.745  C15 1.114

Calculated values
- ΔE to the lowest compared entry with this formula, charge and spin (kJ/mol) = 313.8
- maximum force (eV Å⁻¹) = 4.9
- HOMO (eV) = -7.6
- total energy (hartree) = -899.687993

natural (NBO) atomic charge list, values in e, 8 entries:
1 C -0.3843
2 H 0.3734
3 C -0.0127
4 P 0.8083
5 H 0.2331
6 H 0.2003
7 C -0.2252
8 C 0.0149


No. 4
Here is a cluster of 2 separate species, C13H15BCl4O in total from the Open Molecules 2025 dataset. Energies are from ωB97M-V with the def2-TZVPD basis set.

Each atom is followed by the atoms it is bonded to, with distances in Å.
Geometry (Å):
1 B 3.319 -0.086 2.323  Cl6 1.875, Cl13 1.874, Cl14 1.849, O15 1.490
2 C 0.999 -0.883 1.905  C8 1.438, H11 1.095, O15 1.282
3 H -1.678 1.729 -3.053  C7 1.095
4 C 0.440 1.718 -3.547  C7 1.549, H26 1.094, H29 1.093, C32 1.555
5 H 0.143 -1.773 -0.646  C28 1.090
6 Cl 3.498 -1.069 3.910  B1 1.875
7 C -0.966 1.068 -3.559  H3 1.095, C4 1.549, C16 1.556, H33 1.093
8 C -0.371 -0.623 2.256  C2 1.438, C10 1.422, C23 1.413
9 H -0.101 1.527 2.432  C10 1.090
10 C -0.825 0.712 2.440  C8 1.422, H9 1.090, C21 1.385
11 H 1.328 -1.902 1.674  C2 1.095
12 H -0.900 -1.102 -3.532  C16 1.102
13 Cl 4.142 -0.999 0.909  B1 1.874
14 Cl 3.969 1.638 2.491  B1 1.849
15 O 1.864 0.054 2.032  B1 1.490, C2 1.282
16 C -0.866 -0.283 -2.795  C7 1.556, H12 1.102, H31 1.097, C34 1.526
17 H 2.020 1.318 -2.041  C32 1.097
18 H -0.875 -2.709 2.434  C23 1.089
19 C -2.627 -1.443 2.615  C20 1.404, C23 1.389, H24 1.086
20 C -3.085 -0.116 2.645  C19 1.404, C21 1.405, Cl27 1.711
21 C -2.178 0.957 2.610  C10 1.385, C20 1.405, H30 1.085
22 H 2.067 0.284 -3.471  C32 1.103
23 C -1.273 -1.695 2.437  C8 1.413, H18 1.089, C19 1.389
24 H -3.342 -2.253 2.724  C19 1.086
25 H 1.773 -0.841 -0.519  C28 1.086
26 H 0.390 2.696 -3.057  C4 1.094
27 Cl -4.762 0.209 2.750  C20 1.711
28 C 0.802 -0.975 -0.987  H5 1.090, H25 1.086, C34 1.345
29 H 0.810 1.877 -4.563  C4 1.093
30 H -2.544 1.974 2.712  C21 1.085
31 H -1.712 -0.435 -2.114  C16 1.097
32 C 1.387 0.774 -2.754  C4 1.555, H17 1.097, H22 1.103, C34 1.529
33 H -1.326 0.914 -4.579  C7 1.093
34 C 0.484 -0.261 -2.082  C16 1.526, C28 1.345, C32 1.529

Calculated values
- ΔE to the lowest compared entry with this formula, charge and spin (kJ/mol) = 0.0
- maximum force (eV Å⁻¹) = 2.7
- HOMO (eV) = -9.5
- total energy (hartree) = -2445.327340

natural (NBO) atomic charge list, values in e, 8 entries:
1 B 0.3861
2 C 0.5442
3 H 0.2034
4 C -0.4018
5 H 0.1887
6 Cl -0.2507
7 C -0.4000
8 C -0.2283